Entry 1:
A structure of composition C5H20FN10O5Tl. Source: the OMol25 dataset; level of theory: ωB97M-V/def2-TZVPD.

```
! wB97M-V def2-TZVPD RIJCOSX def2/J DEFGRID3
* xyz 2 1
Tl 26.379 -0.811 -10.557
F 27.828 -1.525 -8.939
C 24.248 0.219 -12.395
O 25.083 -0.681 -12.163
N 23.751 0.515 -13.552
N 23.658 0.982 -11.475
H 24.212 -0.018 -14.276
H 23.209 1.366 -13.586
H 22.884 1.591 -11.698
H 23.958 0.695 -10.554
C 26.424 0.357 -7.644
O 26.323 0.262 -8.909
N 27.379 -0.113 -6.995
N 25.409 0.777 -6.858
H 28.040 -0.618 -7.566
H 27.458 0.051 -6.001
H 25.594 0.862 -5.869
H 24.577 1.182 -7.263
C 24.173 -2.985 -10.837
O 24.883 -1.967 -10.838
N 23.665 -3.473 -9.739
N 23.797 -3.640 -11.857
H 22.861 -4.083 -9.766
H 24.089 -3.109 -8.898
H 23.942 -3.231 -12.769
H 23.094 -4.341 -11.674
C 25.746 2.228 -10.090
O 26.111 1.175 -10.632
N 25.412 3.334 -10.713
N 25.598 2.171 -8.823
H 24.955 4.088 -10.220
H 25.299 3.235 -11.712
H 25.975 1.301 -8.473
H 25.412 3.018 -8.306
C 27.657 0.641 -12.763
O 26.641 0.199 -12.284
N 28.054 0.573 -13.992
N 28.372 1.467 -12.128
H 28.774 1.223 -14.275
H 27.432 0.084 -14.620
H 29.329 1.382 -12.440
H 28.051 1.868 -11.258
*
```

Calculated values
* E_HOMO: -14.521 eV
* HOMO-LUMO gap: 0.30466 Eh
* energy relative to the best compared isomer or geometry (same formula, charge and spin): 258.9 kcal per mole

Entry 2:
A structure of composition C48H43N6O11PS4Zr. Source: the OMol25 dataset; level of theory: ωB97M-V/def2-TZVPD.

```
! wB97M-V def2-TZVPD RIJCOSX def2/J DEFGRID3
* xyz 0 1
Zr -0.938 -0.236 -0.510
O -0.805 -1.354 -4.153
S -1.090 -0.267 -3.246
O -2.233 -0.536 -2.372
O 0.051 0.030 -2.341
C -1.342 1.206 -4.211
C -1.685 1.049 -5.543
C -1.864 2.165 -6.342
C -1.725 3.429 -5.788
C -1.384 3.576 -4.456
C -1.166 2.460 -3.643
P -0.538 2.677 -1.907
C -1.495 4.189 -1.498
C -0.945 5.235 -0.760
C -1.732 6.301 -0.362
C -3.084 6.317 -0.660
C -3.655 5.244 -1.324
C -2.866 4.191 -1.745
C 1.111 3.357 -2.416
C 1.528 4.603 -2.668
C 2.937 4.949 -2.736
C 3.898 4.063 -2.466
C 3.588 2.639 -2.137
C 2.095 2.256 -2.170
H -1.768 0.046 -5.935
H -2.096 2.042 -7.389
H -1.870 4.304 -6.407
H -1.277 4.564 -4.031
H 0.103 5.217 -0.494
H -1.291 7.115 0.192
H -3.692 7.158 -0.366
H -4.717 5.223 -1.508
H -3.303 3.340 -2.249
H 0.824 5.412 -2.794
H 3.185 5.973 -2.978
H 4.945 4.335 -2.487
H 4.216 1.983 -2.751
H 1.871 1.393 -2.802
C -1.201 -2.866 7.964
C -0.790 -2.711 6.534
C 0.474 -2.231 6.211
C 0.848 -2.088 4.890
C -0.039 -2.415 3.879
C -1.292 -2.912 4.177
C -1.657 -3.063 5.506
S 0.524 -2.143 2.191
O 1.946 -1.886 2.303
O 0.149 -3.286 1.391
N -0.189 -0.870 1.489
C -0.285 0.355 2.052
C -0.234 0.698 3.419
C -0.390 2.018 3.784
C -0.657 2.976 2.813
C -0.749 2.559 1.502
N -0.511 1.307 1.117
H -0.569 -2.269 8.615
H -1.108 -3.908 8.266
H -2.235 -2.562 8.107
H 1.159 -1.953 6.997
H 1.815 -1.708 4.606
H -1.982 -3.186 3.397
H -2.639 -3.448 5.740
H -0.101 -0.063 4.168
H -0.335 2.301 4.826
H -0.837 4.006 3.068
H -1.022 3.251 0.717
O 6.739 0.217 -0.018
C 6.006 1.402 -0.205
C 4.542 1.107 -0.360
C 3.643 2.259 -0.630
C 2.134 1.864 -0.664
N 1.716 0.511 -0.420
C 2.613 -0.407 -0.371
C 4.048 -0.133 -0.336
C 2.227 -1.831 -0.409
C 3.121 -2.813 0.030
C 2.871 -4.151 -0.221
C 3.869 -5.213 0.167
O 4.866 -5.360 -0.826
C 1.725 -4.450 -0.945
C 0.861 -3.420 -1.278
N 1.064 -2.137 -0.998
H 7.662 0.440 0.138
H 6.356 1.946 -1.100
H 6.128 2.081 0.655
H 3.856 3.117 0.015
H 1.502 2.516 -0.047
H 4.743 -0.947 -0.233
H 3.994 -2.542 0.599
H 3.361 -6.170 0.348
H 4.404 -4.925 1.073
H 4.438 -5.546 -1.669
H 1.487 -5.466 -1.224
H -0.025 -3.657 -1.846
N -5.176 -5.346 1.486
C -4.144 -4.472 1.571
O -3.744 -4.079 2.646
C -3.506 -4.063 0.281
C -3.762 -4.672 -0.944
C -3.089 -4.201 -2.057
C -2.194 -3.150 -1.915
N -1.922 -2.567 -0.742
C -2.570 -3.023 0.321
H -5.668 -5.544 2.342
H -5.646 -5.546 0.623
H -4.439 -5.509 -1.041
H -3.250 -4.641 -3.030
H -1.683 -2.767 -2.790
H -2.334 -2.554 1.268
O -2.631 -0.353 0.639
S -3.395 0.810 0.033
O -2.297 1.409 -0.849
O -4.515 0.346 -0.749
S -3.867 2.079 1.401
*
```

Calculated values
* E_HOMO: -7.375 eV
* HOMO-LUMO gap: 0.26002 Eh
* energy relative to the best compared isomer or geometry (same formula, charge and spin): 86.8 kcal per mole

Entry 3:
A structure of composition C2H3O3Pr. Source: the OMol25 dataset; level of theory: ωB97M-V/def2-TZVPD.

```
! wB97M-V def2-TZVPD RIJCOSX def2/J DEFGRID3
* xyz 2 3
O 4.172 -0.925 -0.155
C 3.271 -0.228 -0.029
O 2.536 0.686 0.039
C -2.098 -0.350 -0.011
O -1.524 0.900 0.112
Pr 0.429 2.110 0.217
H -2.833 -0.545 0.792
H -2.624 -0.462 -0.978
H -1.329 -1.186 0.014
*
```

Calculated values
* E_HOMO (alpha / beta): -18.088 / -19.058 eV
* HOMO-LUMO gap (alpha / beta): 0.22723 / 0.33589 Eh
* ⟨S²⟩: 2.390
* energy relative to the best compared isomer or geometry (same formula, charge and spin): 0.0 kcal per mole

> Look up the energy relative to the best compared isomer or geometry (same formula, charge and spin) of the third one.

0.0 kcal per mole

> The lowest energy relative to the best compared isomer or geometry (same formula, charge and spin) belongs to which entry?

C2H3O3Pr

> Which formula does entry 3 have?

C2H3O3Pr

What did the third record say?
A structure of composition C2H3O3Pr. Source: the OMol25 dataset; level of theory: ωB97M-V/def2-TZVPD.

```
! wB97M-V def2-TZVPD RIJCOSX def2/J DEFGRID3
* xyz 2 3
O 4.172 -0.925 -0.155
C 3.271 -0.228 -0.029
O 2.536 0.686 0.039
C -2.098 -0.350 -0.011
O -1.524 0.900 0.112
Pr 0.429 2.110 0.217
H -2.833 -0.545 0.792
H -2.624 -0.462 -0.978
H -1.329 -1.186 0.014
*
```

Calculated values
* E_HOMO (alpha / beta): -18.088 / -19.058 eV
* HOMO-LUMO gap (alpha / beta): 0.22723 / 0.33589 Eh
* ⟨S²⟩: 2.390
* energy relative to the best compared isomer or geometry (same formula, charge and spin): 0.0 kcal per mole